## i
A 5-piece molecular cluster, H9O5 overall, computed with the ωB97M-V functional and the def2-TZVPD basis.

Atoms and positions in Å:
O  -0.4723  -0.5661  0.0605
H  -0.3603  -0.9022  0.9503
O  1.7487  1.2931  3.3898
H  1.9792  0.4291  3.0226
H  1.8057  1.8948  2.6321
O  0.8990  1.5641  0.5288
H  0.1079  2.0069  0.8483
H  0.5549  0.5881  0.4571
O  0.1583  -2.6793  -2.2881
H  0.5540  -2.0658  -2.9159
H  -0.3847  -2.1232  -1.7042
O  -2.3498  0.3000  -1.7395
H  -2.4618  0.9535  -1.0534
H  -1.5182  -0.0731  -1.3702

Properties
Charge: -1
E_LUMO: 4.137 eV

These are the Mulliken partial charges, in e, on atoms 1 to 2:
1. O -1.037
2. H 0.153

## ii
A 5-piece molecular cluster, H9O5 overall, computed with the ωB97M-V functional and the def2-TZVPD basis.

Atoms and positions in Å:
O  0.6681  -0.3057  0.3836
H  0.4939  -0.0305  1.2848
O  2.4001  -2.4476  0.2148
H  1.8239  -3.1149  -0.1614
H  1.8793  -1.6236  0.1433
O  -1.1688  1.1604  -0.6449
H  -1.3299  2.0499  -0.9563
H  -0.1467  0.0888  -0.0605
O  -1.2782  -0.3004  -2.7626
H  -0.3505  -0.5480  -2.7558
H  -1.3413  0.3224  -1.9290
O  -0.7199  1.8626  2.6705
H  -0.0835  1.1637  2.8608
H  -0.8466  1.7229  1.7125

Properties
Charge: -1
E_LUMO: 3.879 eV

These are the Mulliken partial charges, in e, on atoms 1 to 2:
1. O -0.675
2. H 0.173

Stability check: which of them is most stable? ii.

## i
A 2-piece molecular cluster, C6H11O overall, computed with the ωB97M-V functional and the def2-TZVPD basis.

Atoms and positions in Å:
C  -1.8522  -0.1325  0.5382
C  -1.2741  1.1049  -0.1754
C  -1.0819  -1.2976  -0.2629
C  0.1729  0.7441  -0.4284
C  0.9855  -0.1422  0.5044
C  2.4521  -0.1025  0.1965
O  0.1602  -0.6907  -0.6261
H  -1.5025  -0.1958  1.6003
H  -2.8517  -0.1363  0.3555
H  -1.7712  1.2981  -1.0923
H  -1.3538  2.2099  0.1146
H  -0.9499  -2.1280  0.4195
H  -1.6145  -1.5470  -1.2250
H  1.3472  1.7426  -1.5901
H  0.6790  -0.6034  1.5060
H  2.6436  -0.3728  -0.9119
H  3.0076  -0.7643  0.7893
H  2.8036  1.0136  0.2878

Properties
Charge: +1
E_LUMO: -5.071 eV

These are the Mulliken partial charges, in e, on atoms 1 to 2:
1. C -0.789
2. C -0.548

## ii
An isolated ion of composition C6H11O and charge +1, computed with the ωB97M-V functional and the def2-TZVPD basis.

Atoms and positions in Å:
C  -1.3929  1.0604  0.6717
C  2.0848  1.3506  -0.4741
C  -0.0682  -1.4723  0.3287
C  -0.5878  -0.8263  -0.8947
C  1.2944  -0.7651  0.6510
C  -0.5648  0.6615  -0.5488
O  1.0844  0.6706  -0.1855
H  -1.2821  2.0147  0.9296
H  -2.3371  0.7351  0.3525
H  1.7041  2.2696  -1.0626
H  -0.7814  -1.3753  1.0787
H  0.1589  -2.4925  0.1855
H  0.1476  -1.0982  -1.7059
H  -1.5432  -1.1224  -1.2374
H  1.4992  -0.4499  1.6253
H  2.2070  -1.0822  0.1372
H  -0.4247  1.4246  -1.3840
H  -1.1982  0.4970  1.5329

Properties
Charge: +1
E_LUMO: -4.013 eV

These are the Mulliken partial charges, in e, on atoms 1 to 2:
1. C -1.509
2. C -0.170

Stability check: which of them is most stable? ii.

## i
A 6-piece molecular cluster, H10IO5 overall, computed with the ωB97M-V functional and the def2-TZVPD basis.

Atoms and positions in Å:
I  0.3762  -0.4202  0.5787
O  -2.9248  -0.8253  1.7128
H  -2.6900  -0.0139  1.3226
H  -2.1007  -1.2812  1.9641
O  1.1273  3.0555  0.1504
H  1.0714  3.6754  0.8734
H  0.8171  2.2099  0.5381
O  1.0856  1.5865  -2.3421
H  0.3939  1.4039  -1.7637
H  1.0251  2.5305  -2.4458
O  -0.0626  -1.2147  -2.6861
H  -0.7270  -0.6821  -3.1257
H  0.0991  -0.7680  -1.8813
O  0.5631  -3.3161  2.3958
H  1.3516  -3.3506  2.9200
H  0.5948  -2.5896  1.7887

Properties
Charge: -1
E_LUMO: 3.258 eV

These are the Mulliken partial charges, in e, on atoms 1 to 2:
1. I -0.516
2. O -0.631

## ii
A 6-piece molecular cluster, H10IO5 overall, computed with the ωB97M-V functional and the def2-TZVPD basis.

Atoms and positions in Å:
I  -11.3866  0.4334  0.0010
O  -11.5338  5.6912  -0.4075
H  -12.2647  5.8655  -1.0005
H  -11.3449  4.7604  -0.5266
O  -8.2980  -1.4980  3.7335
H  -8.8172  -1.5037  4.5376
H  -8.8948  -1.1614  3.0650
O  -7.3488  -3.2651  -0.9104
H  -7.7739  -4.1124  -0.7772
H  -8.0700  -2.6365  -0.9386
O  -14.9387  2.8247  3.1944
H  -14.3885  2.2523  2.6598
H  -14.3399  3.1971  3.8417
O  -13.2934  1.7883  -4.6857
H  -12.9005  1.6314  -3.8270
H  -13.8716  2.5392  -4.5514

Properties
Charge: -1
E_LUMO: 2.942 eV

These are the Mulliken partial charges, in e, on atoms 1 to 2:
1. I -0.971
2. O -0.655

Stability check: which of them is most stable? i.